No. 1
Here is a 11-piece molecular cluster, C23H57N3O15 overall in a non-equilibrium geometry from the Open Molecules 2025 dataset. Energies are from ωB97M-V/def2-TZVPD.

```
! RIJCOSX wB97M-V def2-TZVPD def2/J DEFGRID3
* xyz 0 1
C 5.493 -5.634 -3.057
O 4.831 -6.726 -3.573
H 6.514 -5.892 -2.775
H 5.435 -4.800 -3.756
H 4.869 -5.438 -2.185
H 5.324 -7.550 -3.593
C 3.521 1.393 -5.176
O 4.469 1.957 -4.311
H 2.540 1.839 -5.014
H 3.836 1.588 -6.201
H 3.466 0.320 -4.995
H 4.442 1.568 -3.433
C -3.499 2.803 -7.956
O -3.321 1.331 -8.033
H -3.023 3.251 -7.084
H -3.165 3.177 -8.923
H -4.562 3.028 -7.863
H -3.184 1.039 -7.128
C 1.054 2.002 5.882
O 2.124 2.044 6.824
H 0.707 0.971 5.821
H 0.261 2.638 6.275
H 1.489 2.547 5.044
H 1.821 1.756 7.688
C 3.571 -5.473 4.350
O 2.627 -4.518 4.024
H 4.062 -5.080 5.240
H 3.095 -6.420 4.602
H 4.370 -5.414 3.610
H 3.150 -3.729 3.859
C -5.921 -4.630 -6.308
O -5.434 -4.315 -7.607
H -6.207 -3.743 -5.743
H -6.543 -5.517 -6.187
H -5.068 -4.875 -5.676
H -4.778 -3.630 -7.459
C 0.058 -0.093 0.809
C 0.271 -0.371 -0.672
C 0.594 -1.860 -0.888
O -0.419 -2.342 -1.750
C -1.193 -1.379 -2.135
O -2.080 -1.421 -2.942
O -0.870 -0.189 -1.437
H 0.894 -0.285 1.482
H -0.755 -0.730 1.158
H -0.310 0.900 1.070
H 1.156 0.184 -0.984
H 0.846 -2.426 0.009
H 1.460 -1.884 -1.551
C -5.440 2.616 3.684
C -5.372 1.822 4.940
C -6.659 1.044 5.144
O -6.311 -0.252 5.344
C -5.064 -0.428 5.278
O -4.505 -1.386 5.587
O -4.545 0.712 4.870
H -5.793 3.582 4.046
H -6.086 2.371 2.841
H -4.413 2.622 3.320
H -5.237 2.440 5.828
H -7.360 1.171 4.320
H -7.063 1.406 6.090
C 7.252 0.021 0.089
O 6.258 0.717 -0.259
N 8.519 0.476 -0.262
C 8.781 1.882 -0.739
C 9.778 -0.285 0.072
H 7.346 -0.939 0.619
H 9.837 2.098 -0.896
H 8.551 2.527 0.109
H 8.128 2.087 -1.588
H 9.618 -0.764 1.038
H 9.868 -1.168 -0.560
H 10.638 0.383 0.133
C -6.849 -3.630 -0.477
O -6.677 -4.801 -0.517
N -7.516 -3.027 0.480
C -7.956 -3.761 1.667
C -7.787 -1.572 0.450
H -6.551 -2.889 -1.235
H -7.442 -3.407 2.560
H -7.911 -4.829 1.450
H -8.976 -3.484 1.933
H -7.332 -1.164 1.353
H -7.226 -1.165 -0.392
H -8.858 -1.401 0.348
C 1.190 6.324 1.056
O 0.329 6.951 1.688
N 2.511 6.697 0.941
C 3.486 5.840 0.275
C 3.064 7.813 1.631
H 1.028 5.430 0.435
H 3.894 5.175 1.036
H 4.239 6.541 -0.086
H 3.078 5.203 -0.510
H 3.406 7.684 2.658
H 3.852 8.226 1.002
H 2.262 8.516 1.856
*
```

As for the SMILES: C[C@H]1COC(=O)O1.C[C@H]1COC(=O)O1.CN(C)C=O.CN(C)C=O.CN(C)C=O.CO.CO.CO.CO.CO.CO. The value obtained for the gap between HOMO and LUMO is 9.14 eV. The value obtained for the LUMO energy is -0.0705 eV.



No. 2
Here is C23H58BCuN2O14V as an isolated structure in a non-equilibrium geometry from the Open Molecules 2025 dataset. Energies are from ωB97M-V/def2-TZVPD.

```
! RIJCOSX wB97M-V def2-TZVPD def2/J DEFGRID3
* xyz -2 2
O -17.297 12.353 10.923
V -17.060 10.836 10.608
Cu -16.961 8.949 13.860
C -16.183 10.082 8.241
O -15.095 10.150 7.695
O -16.879 11.093 8.376
O -16.142 9.368 9.222
C -14.697 10.541 11.924
O -15.860 10.517 12.377
O -14.109 9.499 11.704
O -14.530 11.200 10.957
B -19.018 10.242 11.753
H -20.011 9.869 11.953
H -18.737 10.889 12.569
H -18.347 9.409 11.607
H -19.125 10.883 10.892
C -22.673 10.421 17.065
O -21.370 9.778 17.229
C -21.120 8.681 16.328
C -20.579 9.408 15.017
N -19.210 9.877 14.952
C -18.856 10.808 16.022
C -17.532 11.502 15.653
O -16.477 10.543 15.721
C -15.975 10.266 17.040
H -22.981 10.947 16.162
H -22.775 11.140 17.878
H -23.484 9.730 17.293
H -22.035 8.111 16.164
H -20.473 7.860 16.638
H -21.328 10.091 14.618
H -20.557 8.711 14.179
H -18.981 10.261 14.047
H -18.840 10.237 16.951
H -19.569 11.632 15.997
H -17.440 12.367 16.310
H -17.557 11.757 14.594
H -15.339 9.433 16.740
H -16.766 9.959 17.724
H -15.398 11.104 17.431
C -16.721 13.246 22.681
O -16.863 12.319 21.677
C -16.616 11.011 22.084
C -17.013 10.085 20.805
N -16.980 8.570 21.108
C -15.733 8.089 21.589
C -14.642 8.065 20.549
O -15.071 7.514 19.317
C -14.070 7.696 18.294
H -16.770 14.210 22.174
H -15.736 13.242 23.147
H -17.553 13.124 23.374
H -17.257 10.679 22.900
H -15.589 11.014 22.451
H -16.416 10.319 19.923
H -18.089 10.207 20.682
H -17.342 7.966 20.384
H -15.616 7.043 21.872
H -15.342 8.679 22.418
H -13.794 7.487 20.915
H -14.225 9.071 20.581
H -14.345 7.501 17.258
H -13.305 6.992 18.621
H -13.590 8.663 18.443
C -12.479 8.969 15.014
C -11.288 8.833 15.949
C -10.015 8.896 15.146
O -11.156 9.872 16.897
H -12.989 8.044 14.746
H -12.126 9.514 14.138
H -13.192 9.659 15.465
H -11.372 7.897 16.500
H -10.021 8.343 14.207
H -9.163 8.500 15.699
H -9.652 9.901 14.933
H -11.096 10.692 16.402
C -14.172 5.510 11.842
C -15.480 5.796 12.478
C -15.841 5.079 13.816
O -15.521 7.070 12.837
H -13.403 5.512 12.613
H -13.944 6.272 11.096
H -14.399 4.536 11.408
H -16.232 5.562 11.725
H -16.594 5.627 14.383
H -14.951 4.886 14.415
H -16.174 4.060 13.619
H -14.896 7.559 12.298
C -19.959 5.739 14.467
C -19.478 6.099 13.152
C -20.632 5.918 12.152
O -18.860 7.332 13.054
H -19.121 5.969 15.125
H -20.154 4.672 14.570
H -20.834 6.337 14.722
H -18.726 5.336 12.951
H -21.597 5.802 12.646
H -20.469 5.238 11.316
H -20.814 6.911 11.741
H -19.354 7.927 12.485
*
```

As for the expectation value of S²: 0.772. The value obtained for the gap between HOMO and LUMO (alpha / beta) is 3.15 / 3.19 eV. The value obtained for the LUMO energy (alpha / beta) is 3.2513 / 3.2513 eV.



No. 3
Here is C23H58MgNO6PS4Si4 as an isolated structure from the Open Molecules 2025 dataset. Energies are from ωB97M-V/def2-TZVPD.

```
! RIJCOSX wB97M-V def2-TZVPD def2/J DEFGRID3
* xyz 0 1
Mg 0.028 0.556 0.115
C 1.593 -2.963 0.656
C 1.394 -3.371 -0.802
S 1.164 -1.938 -1.877
C 0.163 -2.667 -3.193
C -0.550 -1.568 -3.982
S -1.492 -0.337 -3.034
C -3.106 -1.125 -2.766
C -3.150 -2.411 -1.930
S -1.830 -2.325 -0.713
C -2.244 -3.614 0.471
C -1.009 -3.835 1.367
S 0.125 -2.413 1.569
H 2.268 -2.107 0.725
H 2.052 -3.786 1.207
H 0.518 -4.013 -0.914
H 2.271 -3.940 -1.121
H -0.556 -3.349 -2.742
H 0.804 -3.229 -3.877
H -1.230 -2.019 -4.707
H 0.178 -0.980 -4.543
H -3.587 -1.285 -3.732
H -3.647 -0.343 -2.232
H -3.019 -3.298 -2.555
H -4.123 -2.473 -1.439
H -2.488 -4.539 -0.054
H -3.100 -3.304 1.064
H -0.396 -4.651 0.985
H -1.332 -4.110 2.370
O -1.893 2.205 0.428
N -0.860 2.281 1.134
O 0.147 2.848 0.674
O -0.737 1.564 2.164
C -4.949 2.707 3.645
C -3.812 2.184 2.798
O -4.080 0.806 2.516
P -3.297 -0.168 1.466
O -3.989 -1.549 2.036
C -3.722 -1.934 3.387
C -4.625 -3.093 3.740
O -4.198 -0.030 0.127
C -5.630 0.097 0.168
C -6.026 1.468 -0.329
H -4.751 3.739 3.938
H -5.065 2.108 4.549
H -5.890 2.679 3.094
H -2.860 2.262 3.324
H -3.732 2.741 1.865
H -3.896 -1.086 4.051
H -2.666 -2.219 3.483
H -5.669 -2.814 3.594
H -4.486 -3.378 4.783
H -4.414 -3.963 3.116
H -5.992 -0.076 1.181
H -6.035 -0.692 -0.470
H -5.540 2.240 0.269
H -7.107 1.603 -0.257
H -5.729 1.610 -1.369
C 5.112 -1.305 0.178
Si 4.392 -0.189 -1.165
C 4.331 -1.278 -2.708
C 5.772 1.035 -1.584
Si 2.534 1.113 -0.416
Si 3.363 1.845 1.673
C 3.170 0.376 2.843
C 2.468 3.269 2.502
C 5.184 2.333 1.626
Si 2.354 2.709 -2.148
C 2.161 1.722 -3.744
C 3.827 3.863 -2.337
C 0.843 3.819 -2.055
H 6.005 -1.787 -0.233
H 4.430 -2.095 0.499
H 5.412 -0.750 1.067
H 5.351 -1.307 -3.103
H 3.669 -0.909 -3.490
H 4.019 -2.297 -2.478
H 6.739 0.541 -1.451
H 5.767 1.937 -0.976
H 5.697 1.340 -2.631
H 2.114 0.099 2.924
H 3.520 0.638 3.845
H 3.721 -0.507 2.514
H 1.465 2.977 2.806
H 2.370 4.142 1.855
H 3.039 3.556 3.390
H 5.841 1.497 1.387
H 5.470 2.720 2.608
H 5.371 3.118 0.889
H 3.051 1.135 -3.977
H 1.968 2.393 -4.585
H 1.316 1.032 -3.662
H 4.750 3.343 -2.586
H 4.005 4.430 -1.420
H 3.611 4.577 -3.137
H -0.091 3.254 -2.085
H 0.867 4.493 -2.917
H 0.818 4.416 -1.144
*
```

The value obtained for the gap between HOMO and LUMO is 7.39 eV. The value obtained for the LUMO energy is 0.0907 eV.